# 1
# C40H50F30O20

10 unconnected molecules or ions with the total composition C40H50F30O20 in a non-equilibrium geometry (ωB97M-V/def2-TZVPD, OMol25).

The geometry in ORCA input format:
```
! wB97M-V def2-TZVPD RIJCOSX def2/J DEFGRID3
* xyz 0 1
C 5.33582 0.24235 -3.37266
F -1.31383 1.51966 4.74971
F -1.07472 -2.46697 2.17137
F 0.58711 1.59117 -3.94238
C 2.62961 2.58524 6.54156
F 5.19817 5.04074 -2.80225
C 3.05168 -3.77906 2.93526
H 6.15300 4.00924 -5.53822
C -1.97647 -5.70474 4.33758
F 4.19112 -1.27472 -4.72270
C -2.53530 -3.52491 -1.43705
O -2.93648 4.07847 -0.50716
C 3.93842 -1.53762 3.33078
F -7.20036 -2.49545 -3.05380
H 2.65649 -1.63644 0.02709
O -1.64478 -4.54533 5.06351
O -0.42833 2.83499 -6.16240
H -2.08402 2.16684 -0.12902
O -4.70637 2.69372 -1.05685
O -6.56800 -3.54895 -0.74410
H 1.07709 3.19326 -0.05979
H -3.64294 0.72989 -2.72130
H -5.89456 -4.67507 0.76313
H 2.40243 1.13519 8.20577
F 3.21491 -0.85309 5.46845
H -1.40553 3.68446 0.68542
O 2.70746 4.92184 -1.77212
H 2.56530 -3.64074 1.96965
H 0.98016 5.48840 -0.85671
F -6.42278 -4.39180 -3.79056
C -0.54652 0.81633 5.56450
C 0.83025 2.64950 -6.06258
H 2.42836 -5.91965 3.07372
H 3.72868 2.34010 8.35525
F -5.66086 5.53685 -0.86539
H 4.84480 2.87453 -5.49430
C 2.44803 -5.01553 3.68222
F 5.32782 -0.86294 5.13384
H -4.08889 -1.75521 -2.53575
C 6.43209 2.22281 -4.20904
H -2.10693 2.86948 2.40023
C 0.97657 3.32065 -1.13765
C 0.37428 1.78244 6.30779
C -4.11431 3.76653 -1.12205
O -2.26488 -2.16284 -1.70358
C -2.45201 -3.40401 4.97677
F -0.01930 -6.55897 5.37364
C -0.04657 -0.44777 1.38847
O -7.67434 -5.39875 -1.24783
H 2.12624 4.01157 -8.70926
H -3.78666 -0.85556 -0.98907
H 0.12706 2.90370 -9.90349
H 3.43018 2.77747 5.82725
F 0.15293 -0.09902 4.81875
O 0.02143 2.22215 7.44384
F -1.79235 -7.95722 5.19827
C 1.30193 -0.75611 -1.47844
C -2.86716 -0.03572 -2.71097
C 1.87605 -0.87633 -0.00818
H -3.62785 3.66899 1.96940
H 0.23643 1.57222 -8.75043
O 0.04360 0.77701 1.22000
O -3.62343 -4.11408 -1.64007
H 3.79590 0.93880 7.31942
F 4.91143 7.07632 -3.53981
H -3.42104 1.92998 1.62890
C 1.32220 3.44262 -8.24244
F -0.54284 -7.43635 3.46417
F 4.00424 0.67536 4.07585
C 4.15846 -0.61404 4.54039
H -7.30329 -3.68457 1.13379
H -1.97589 0.32456 -2.19724
C 1.43706 2.31292 -4.71814
C -1.25326 -1.16405 1.97235
O 4.77715 0.77484 -2.37535
H -3.60387 -3.39340 6.88153
H -2.92671 -1.78689 6.41437
H 6.18937 2.67674 -3.24824
C 3.18450 6.12898 -2.28336
F -5.37179 4.59526 -2.78857
H 0.50570 4.10560 -7.95629
C -5.30850 -2.76628 1.19901
C -1.30586 -4.30386 -0.96618
F -8.51666 -4.20100 -3.49041
C -7.18997 -4.37899 -1.56494
F 4.48041 -1.82023 -2.76591
H -1.86329 -2.64162 4.46661
C -2.27691 3.14131 0.31966
O 6.04741 0.88724 -4.36225
O 2.30261 6.91361 -2.65571
F 6.20974 -1.79876 -4.14514
H 0.55854 0.04004 -1.51836
H 2.28594 3.47515 7.06886
H 1.64773 1.81554 -9.67277
H 4.05559 -4.16483 2.75793
H 2.23264 0.09811 0.32559
H -5.14439 -3.10188 2.22300
F -1.28097 0.15050 6.44957
F 2.50735 1.48921 -4.96536
O 1.61746 1.87847 5.78059
H 3.02922 -5.33079 4.54878
H 6.18656 2.50034 -6.43828
C -4.75478 5.05297 -1.74287
C -1.04812 -6.91912 4.63631
C 3.13755 1.73433 7.66843
C -3.35401 -1.25137 -1.90790
O 3.09984 -2.60953 3.69299
H -5.66285 -1.73728 1.25965
H 1.60002 2.60423 -1.67257
F 5.30983 6.75275 -1.44212
O 1.73134 2.83400 -7.02972
C 5.93244 2.94363 -5.47547
H 2.16390 -0.55642 -2.11504
C -2.91853 2.89622 1.67312
H -2.62028 -0.30781 -3.73718
O 4.63832 -1.38791 2.35653
F 1.77640 3.44315 -4.04744
F -3.81373 5.91787 -2.06198
H 1.47248 -4.73507 4.07936
H 7.51029 2.29002 -4.35420
O 0.83402 -1.26289 0.88922
F -2.36526 -0.98338 1.27983
H 0.86475 4.99361 -2.55140
C -7.31812 -3.83031 -3.01902
F -0.16377 -3.60510 -1.17759
F -1.53830 -0.65742 3.18633
C -6.36529 -3.70933 0.57915
H 0.82684 -1.71546 -1.68345
F -1.16774 -5.43337 -1.63596
C 0.80485 2.35921 -9.24605
C 4.68722 6.22148 -2.50143
H -1.81881 -2.95882 6.91482
C 1.33372 4.76743 -1.59379
H -0.07131 3.05182 -1.27099
F -1.40668 -4.60810 0.31268
C -2.77749 -2.86658 6.40440
C 5.11098 -1.18531 -3.75987
H -3.38038 -3.49904 4.41358
O -2.98518 -5.75136 3.58476
H -4.35487 -2.80851 0.67279
*
```

As for the gap between HOMO and LUMO: 11.18 eV. The LUMO energy is 0.207 eV. The calculation puts the HOMO energy at -10.97 eV. The calculation puts the max |F| at 0.127 Eh/bohr. As for the SMILES: CCOC(=O)C(F)(F)F.CCOC(=O)C(F)(F)F.CCOC(=O)C(F)(F)F.CCOC(=O)C(F)(F)F.CCOC(=O)C(F)(F)F.CCOC(=O)C(F)(F)F.CCOC(=O)C(F)(F)F.CCOC(=O)C(F)(F)F.CCOC(=O)C(F)(F)F.CCOC(=O)C(F)(F)F.

Atomic partial charges in e from the Löwdin method, atoms 1 to 6: -0.278 0.179 0.174 0.144 -0.188 0.186

=====

# 2
# C40H50N12O10

12 unconnected molecules or ions with the total composition C40H50N12O10 in a non-equilibrium geometry (ωB97M-V/def2-TZVPD, OMol25).

The geometry in ORCA input format:
```
! wB97M-V def2-TZVPD RIJCOSX def2/J DEFGRID3
* xyz 0 1
C 12.03508 -6.38545 10.21606
H 12.22366 -5.48722 9.65192
N 6.73672 -5.71099 18.21002
C 16.02688 -10.53655 13.43322
C 10.75110 -6.61790 10.76556
H 14.96849 -3.36487 19.35585
H 15.10142 -13.79271 19.41501
H 5.89121 -5.81379 16.39394
O 15.89713 -2.65455 13.04025
N 10.38667 -9.78038 16.43474
H 16.89320 -3.33072 15.56078
C 7.09228 -8.45281 14.30744
H 12.04751 -10.86358 15.85023
H 12.94360 -6.02350 14.82024
H 16.28299 -7.97374 11.08491
H 15.91697 -2.07185 17.43360
C 10.97996 -4.12690 16.95295
H 16.38471 -10.56896 11.26290
C 15.88924 -8.29934 14.34540
H 9.61065 -7.96293 11.89954
C 16.16145 -9.93282 12.18992
C 11.62799 -4.22576 21.97626
C 13.49774 -12.38731 19.53654
H 14.48245 -5.84950 18.98227
H 8.23920 -7.92742 16.04129
C 6.97479 -8.09438 22.08049
C 6.25966 -10.07784 20.90744
C 11.32472 -6.38789 17.66489
C 16.32415 -3.87251 16.31462
C 15.19558 -3.85851 18.42057
C 7.76760 -7.54472 15.14882
C 10.59950 -7.73471 11.51101
C 13.32488 -8.42822 22.59192
O 7.80754 -6.29735 18.23535
H 5.86653 -7.35285 17.39506
H 5.51740 -9.45627 22.84981
H 16.02705 -5.12513 12.98006
H 10.92577 -4.76776 22.61959
H 15.77718 -10.18212 15.55157
N 16.01775 -7.71101 13.13258
N 6.72632 -6.70042 12.70284
O 10.14094 -9.32609 17.53608
C 6.12714 -9.20966 22.00318
C 7.30929 -5.83769 13.58340
H 10.75170 -3.05570 17.14087
H 8.62552 -8.60312 19.23653
H 9.91838 -6.03552 10.42990
H 16.77786 -5.83997 15.62451
O 12.88055 -6.93239 20.78222
H 8.39118 -5.50083 15.48299
O 13.93744 -2.81356 12.05126
N 15.51544 -5.99471 17.26174
N 7.09665 -9.83093 19.85812
C 15.03999 -5.25020 18.30215
O 13.08412 -5.08690 23.58357
H 10.06207 -4.93759 18.69881
H 16.03786 -11.60769 13.49010
C 10.75845 -5.11809 17.91314
C 13.18995 -11.00713 19.25837
H 6.18485 -8.64414 12.37133
C 7.92470 -6.25067 14.75305
C 15.91184 -9.69144 14.54538
H 11.68128 -4.54446 20.93625
H 6.96780 -7.39665 22.89685
N 12.34562 -7.60226 21.66256
C 15.42227 -10.69128 18.52155
H 14.17655 -5.05903 13.26718
H 12.36909 -9.29830 16.72527
C 16.26877 -5.23634 16.38824
H 7.32691 -4.85383 13.13697
N 15.76123 -11.97745 18.70483
C 14.79747 -12.73774 19.27767
H 13.95482 -9.15009 18.41934
H 5.57062 -10.88183 20.66549
C 7.86598 -8.75813 19.95150
O 13.89101 -4.24254 21.80609
H 12.75630 -9.26520 22.97217
H 12.23825 -10.65677 19.56381
N 12.96312 -4.53048 22.50967
H 13.68341 -7.76076 23.39386
C 11.81666 -4.46461 15.83673
C 12.35975 -5.73461 15.69908
C 12.94250 -8.09311 11.37959
H 8.61212 -7.05195 21.04525
H 14.10276 -8.68069 21.89768
C 5.68150 -6.27607 17.33652
H 16.19176 -9.96882 18.22977
O 9.54822 -10.13385 15.67334
C 15.03939 -4.78750 12.69390
N 13.12908 -7.08980 10.49506
H 11.84628 -3.66219 15.12310
O 11.13765 -7.55986 21.94306
H 4.76096 -5.96281 17.72045
H 14.87802 -5.19008 11.61302
H 12.80419 -13.07425 19.95020
O 6.51086 -4.77737 18.92430
H 11.21954 -7.18344 18.41913
H 11.58918 -9.41579 12.46623
H 7.13151 -9.54826 14.49716
H 11.46081 -3.12353 22.04856
C 16.19379 -8.51480 12.05645
H 11.74201 -9.21103 15.09062
C 11.75400 -9.80370 15.99580
C 11.73479 -8.52070 11.86264
C 14.13843 -10.17073 18.69765
C 6.63596 -7.96988 13.07820
C 15.76956 -3.13978 17.38636
C 7.85490 -7.86305 21.05052
H 13.83649 -8.65340 11.58117
N 14.93158 -3.29420 12.59175
H 15.71030 -7.63686 15.17352
N 12.09297 -6.69795 16.60259
*
```

As for the gap between HOMO and LUMO: 9.09 eV. The LUMO energy is -0.271 eV. The calculation puts the HOMO energy at -9.36 eV. The calculation puts the max |F| at 0.064 Eh/bohr. As for the SMILES: C[N+](=O)[O-].C[N+](=O)[O-].C[N+](=O)[O-].C[N+](=O)[O-].C[N+](=O)[O-].c1ccncc1.c1ccncc1.c1ccncc1.c1ccncc1.c1ccncc1.c1ccncc1.c1ccncc1.

Atomic partial charges in e from the Löwdin method, atoms 1 to 6: -0.140 0.100 -0.430 -0.087 -0.068 0.091

=====

| no. | calculated total energy (hartree) |
| --- | --- |
| 1 | -6054.95630 |
| 2 | -2963.10743 |